# 1
This record from the OMol25 dataset describes C30H21F2N5O4Ti as an isolated structure. The level of theory is ωB97M-V with the def2-TZVPD basis set.

Kohn-Sham gap (alpha / beta) ... 4.16 / 6.93 eV
Multiplicity ... 3
Relative energy (zero: lowest compared OMol25 entry of this formula, charge and spin) ... 0.204 eV
M ... 601.39 g mol⁻¹
HOMO level (alpha / beta) ... -5.4 / -8.4 eV
Largest force on an atom ... 0.00734 hartree/bohr
Calculated total energy ... -75640.138 eV

Last column: Mulliken spin population.
Atoms and positions in Å:
Ti  0.53581  -0.92482  0.10444  0.930
C  2.50665  -2.16189  -2.11722  0.001
O  1.89221  -0.96054  -1.62383  0.002
C  2.47869  0.24428  -1.95492  0.000
C  3.24111  0.41509  -3.09714  0.002
C  3.74613  1.67262  -3.39087  -0.006
C  3.48460  2.74882  -2.55587  0.004
C  2.73280  2.56666  -1.40817  0.000
C  2.24660  1.30628  -1.08355  0.016
N  1.46213  1.02342  0.07585  -0.105
N  1.40759  1.98688  0.89590  0.106
C  0.67385  1.91531  2.03940  0.038
C  -0.16990  0.84270  2.37961  0.019
O  -0.28103  -0.20345  1.61673  -0.004
C  -0.94558  0.90795  3.56969  -0.019
C  -0.85929  1.98708  4.38255  0.031
C  -0.00536  3.09226  4.08944  -0.005
C  0.07089  4.19804  4.95936  0.009
C  0.89563  5.25282  4.67305  -0.007
C  1.67182  5.22501  3.50433  0.008
C  1.61514  4.15897  2.64292  -0.008
C  0.76920  3.06582  2.91273  0.006
H  3.56315  -2.16749  -1.85181  -0.001
H  2.36961  -2.23199  -3.19474  0.000
H  1.98648  -2.98406  -1.63643  0.004
H  3.44110  -0.41084  -3.76377  0.001
H  4.33754  1.80838  -4.28619  0.000
H  3.86844  3.72959  -2.80033  0.000
H  2.52190  3.38672  -0.73773  -0.002
H  -1.58704  0.06599  3.79089  0.001
H  -1.45072  2.02478  5.29005  0.002
H  -0.53236  4.19934  5.85908  0.000
H  0.95313  6.09986  5.34341  0.000
H  2.32942  6.05536  3.28058  0.000
H  2.22645  4.14606  1.75282  0.000
O  -6.12258  -3.74838  -2.30918  0.117
N  -5.06805  -4.13193  -1.78792  0.040
O  -4.92009  -5.29605  -1.37979  0.096
C  -4.01514  -3.20273  -1.66294  0.089
C  -4.26071  -1.90135  -2.13042  0.244
C  -3.28414  -0.91629  -2.04548  0.003
C  -3.45971  0.42647  -2.49753  0.073
C  -2.45064  1.33171  -2.35679  -0.044
C  -1.24330  0.94202  -1.75410  0.121
N  -1.04655  -0.29850  -1.32741  -0.072
C  -2.02066  -1.21499  -1.48566  0.065
C  -1.75511  -2.54128  -0.99654  -0.013
N  -0.53857  -2.73278  -0.43229  0.017
C  -0.22055  -3.95794  0.01610  0.075
C  -1.09750  -5.01448  -0.07083  -0.011
C  -2.35750  -4.82452  -0.60206  0.096
C  -2.73887  -3.55640  -1.08155  -0.003
H  -5.22471  -1.67737  -2.55795  0.037
H  -4.40351  0.70997  -2.94615  0.004
H  -2.56667  2.35285  -2.69340  0.000
H  -0.43757  1.64938  -1.60996  0.029
H  0.74813  -4.07697  0.47615  0.022
H  -0.80049  -5.98532  0.29948  0.000
H  -3.05910  -5.63741  -0.65179  0.015
F  1.48917  -2.75872  2.27357  0.001
C  2.04272  -2.10479  1.17215  -0.030
F  2.85028  -1.09427  1.72869  0.010
H  2.76464  -2.82098  0.75337  -0.004

=====

# 2
This record from the OMol25 dataset describes C30H21F2N5O4Ti as an isolated structure. The level of theory is ωB97M-V with the def2-TZVPD basis set.

Kohn-Sham gap (alpha / beta) ... 4.25 / 6.99 eV
Multiplicity ... 3
Relative energy (zero: lowest compared OMol25 entry of this formula, charge and spin) ... 0.024 eV
M ... 601.39 g mol⁻¹
HOMO level (alpha / beta) ... -5.6 / -8.5 eV
Largest force on an atom ... 0.00562 hartree/bohr
Calculated total energy ... -75640.318 eV

Last column: Mulliken spin population.
Atoms and positions in Å:
Ti  0.57462  0.57275  -0.30597  0.919
C  1.89298  -1.73249  -2.22551  0.004
O  0.69288  -1.04708  -1.84725  0.007
C  -0.51199  -1.61835  -2.19589  -0.020
C  -0.62054  -2.75193  -2.98238  0.005
C  -1.88314  -3.23534  -3.30070  -0.011
C  -3.02117  -2.59377  -2.83678  0.005
C  -2.90248  -1.46329  -2.04626  -0.002
C  -1.64825  -0.96894  -1.71970  0.035
N  -1.44030  0.18359  -0.89852  -0.123
N  -2.50406  0.82665  -0.66474  0.115
C  -2.51880  1.93073  0.13400  0.031
C  -1.42179  2.39994  0.86883  0.036
O  -0.25172  1.81620  0.80743  0.016
C  -1.56980  3.52169  1.72808  -0.020
C  -2.76320  4.15514  1.82658  0.033
C  -3.90523  3.72711  1.08700  -0.006
C  -5.13705  4.40494  1.19405  0.009
C  -6.22627  3.99165  0.47682  -0.007
C  -6.11217  2.88177  -0.37706  0.008
C  -4.92489  2.20679  -0.49855  -0.006
C  -3.79233  2.61153  0.23583  0.006
H  1.93886  -1.82642  -3.30977  0.001
H  1.92916  -2.71344  -1.75041  -0.001
H  2.71679  -1.11784  -1.87921  0.000
H  0.25650  -3.26098  -3.35164  0.000
H  -1.96813  -4.12165  -3.91472  -0.001
H  -4.00161  -2.97589  -3.08533  0.000
H  -3.77338  -0.95326  -1.66215  -0.001
H  -0.70018  3.84534  2.28309  0.001
H  -2.86568  5.01457  2.47865  0.002
H  -5.20294  5.26172  1.85390  0.000
H  -7.16871  4.51597  0.56048  0.000
H  -6.97110  2.55787  -0.95057  0.000
H  -4.84320  1.36247  -1.16681  0.001
O  6.14454  -3.31355  3.30338  0.115
N  6.00134  -2.32277  2.57856  0.039
O  6.96440  -1.62973  2.21150  0.097
C  4.69766  -1.98646  2.15945  0.094
C  3.66127  -2.81368  2.60442  0.237
C  2.34707  -2.58458  2.22754  0.008
C  1.23820  -3.37112  2.66100  0.078
C  -0.02413  -3.06117  2.25049  -0.046
C  -0.23048  -1.96310  1.39417  0.133
N  0.77877  -1.21908  0.96447  -0.067
C  2.04045  -1.51486  1.35043  0.071
C  3.09093  -0.62732  0.90988  -0.042
N  2.70822  0.40309  0.12476  0.011
C  3.62070  1.29938  -0.27298  0.090
C  4.94761  1.18024  0.08528  -0.011
C  5.36235  0.11555  0.86941  0.094
C  4.42946  -0.84032  1.32122  -0.006
H  3.91036  -3.63783  3.25422  0.035
H  1.41588  -4.20712  3.32584  0.005
H  -0.87507  -3.64230  2.57799  0.000
H  -1.22206  -1.68518  1.06154  0.027
H  3.26373  2.12314  -0.87476  0.008
H  5.65799  1.92281  -0.24925  0.000
H  6.39436  0.00768  1.15134  0.014
F  1.33713  3.07220  -1.79566  0.001
C  1.07433  1.72816  -2.08667  -0.025
F  -0.01138  1.75731  -2.96597  0.003
H  1.92463  1.40287  -2.70641  0.002

=====

# 3
This record from the OMol25 dataset describes C30H21GeMoN4O6S3 as an isolated structure in a non-equilibrium geometry. The level of theory is ωB97M-V with the def2-TZVPD basis set.

Kohn-Sham gap (alpha / beta) ... 6.14 / 6.14 eV
Relative energy (zero: lowest compared OMol25 entry of this formula, charge and spin) ... 0.000 eV
M ... 798.27 g mol⁻¹
HOMO level (alpha / beta) ... -5.4 / -5.4 eV
Largest force on an atom ... 0.02197 hartree/bohr
Calculated total energy ... -140576.507 eV
Total charge ... -1

Last column: natural (NBO) charge in e.
Atoms and positions in Å:
Mo  -0.68927  0.15424  -0.28407  0.950
O  -1.79012  -0.16514  1.45551  -0.715
C  -2.67939  -1.11935  1.60525  0.501
C  -3.83733  -0.85694  2.36006  -0.257
C  -4.77732  -1.83697  2.54012  -0.158
C  -4.60236  -3.12874  2.01110  -0.256
C  -3.46651  -3.41069  1.30256  -0.136
C  -2.49336  -2.41638  1.07612  -0.230
C  -1.25362  -2.76407  0.47078  0.208
N  -0.36686  -1.88530  0.13780  -0.332
N  0.92334  -2.36155  -0.04628  -0.353
C  1.70688  -1.33381  -0.05804  0.560
O  1.23393  -0.11535  0.10121  -0.634
C  3.16141  -1.48085  -0.25272  -0.128
C  3.71994  -2.72798  -0.52061  -0.118
C  5.08478  -2.84150  -0.71832  -0.237
C  5.89611  -1.71445  -0.65236  -0.205
C  5.33836  -0.47117  -0.39407  -0.203
C  3.97034  -0.35117  -0.19728  -0.176
H  -3.97775  0.14448  2.74245  0.230
H  -5.67874  -1.60639  3.09434  0.211
H  -5.35566  -3.88873  2.16638  0.211
H  -3.29785  -4.40347  0.90207  0.208
H  -0.96562  -3.80853  0.37887  0.207
H  3.07280  -3.59243  -0.57682  0.224
H  5.51947  -3.80923  -0.93338  0.209
H  6.96296  -1.80684  -0.81236  0.208
H  5.96679  0.40909  -0.35713  0.212
H  3.51325  0.61349  -0.02077  0.241
S  0.39645  2.06941  -1.54382  0.129
C  0.24215  1.17666  -2.99675  -0.176
S  -0.05176  -0.48678  -2.63422  0.059
C  0.35385  1.69768  -4.26064  -0.447
C  0.61026  3.08747  -4.46304  0.314
N  0.82186  4.20705  -4.63439  -0.361
C  0.24969  0.86206  -5.41344  0.314
N  0.17103  0.19423  -6.34904  -0.361
Ge  -1.01196  2.04914  1.68726  1.438
C  -0.20872  1.37311  3.32629  -0.459
C  -0.82499  1.70701  4.52965  -0.147
C  -0.26501  1.32310  5.74270  -0.239
C  0.91588  0.59639  5.76230  -0.207
C  1.53502  0.25032  4.56794  -0.214
C  0.97460  0.63647  3.35861  -0.216
C  -0.01560  3.60702  1.08568  -0.488
C  1.37560  3.64366  1.15553  -0.144
C  2.07724  4.73994  0.67526  -0.237
C  1.39243  5.80730  0.11090  -0.193
C  0.00760  5.78026  0.03308  -0.211
C  -0.69294  4.68433  0.51780  -0.192
H  -2.42855  2.50822  2.03559  -0.155
H  -1.75180  2.27110  4.52367  0.203
H  -0.75443  1.58788  6.67212  0.206
H  1.35258  0.29648  6.70690  0.204
H  2.45446  -0.32204  4.57941  0.209
H  1.45880  0.35235  2.42988  0.226
H  1.91888  2.80552  1.57946  0.201
H  3.15892  4.75680  0.72741  0.205
H  1.93991  6.65345  -0.28474  0.206
H  -0.52556  6.60417  -0.42413  0.211
H  -1.77252  4.65341  0.42531  0.219
O  -3.34385  1.27552  -2.52054  -0.931
S  -3.24816  0.85116  -1.16216  2.595
O  -4.45489  0.78193  -0.39204  -0.958
O  -2.45467  -0.48761  -1.06034  -0.916
O  -2.17119  1.67868  -0.40675  -0.928